ORCA calculation (the ωB97M-V functional and the def2-TZVPD basis) on an isolated ion of composition C4H9N2OS and charge -1.

The geometry in ORCA input format:
```
! wB97M-V def2-TZVPD RIJCOSX def2/J DEFGRID3
* xyz -1 1
C -0.737 1.785 0.200
C 0.502 0.904 -0.039
C 0.416 0.334 -1.555
S 1.316 -1.191 -1.794
N 0.786 -0.203 0.930
C -0.305 -1.001 1.177
N -0.101 -2.420 1.111
O -1.450 -0.691 1.473
H -0.946 1.893 1.254
H -0.599 2.815 -0.138
H -1.588 1.444 -0.378
H 1.403 1.508 -0.044
H 1.040 1.088 -2.107
H -0.649 0.227 -1.775
H 1.483 -0.775 0.395
H -0.915 -3.013 1.058
H 0.343 -2.703 0.231
*
```

## Properties
HOMO-LUMO gap: 0.259 hartree
SMILES string: C[C@H](C[S-])NC(N)=O
Energy above the lowest of the compared OMol25 structures with the same formula, charge and spin: 47.1 kJ/mol
LUMO: 4.0 eV
HOMO level: -3.046 eV

Charge distribution, Löwdin scheme, values in e:
1 C -0.093
2 C -0.402
3 C -0.699
4 S 0.236
5 N 0.030
6 C -0.619
7 N 0.087
8 O 0.003
9 H 0.061
10 H 0.064
11 H 0.059
12 H 0.107
13 H 0.038
14 H 0.033
15 H 0.019
16 H 0.067
17 H 0.011



ORCA calculation (the ωB97M-V functional and the def2-TZVPD basis) on a 2-piece molecular cluster, C8H14Si overall.

The geometry in ORCA input format:
```
! wB97M-V def2-TZVPD RIJCOSX def2/J DEFGRID3
* xyz 0 1
C 1.008 -1.191 -0.658
C 0.264 -0.280 -0.032
C 2.552 -1.092 -0.789
C 0.792 0.839 0.763
C 3.101 0.201 -0.170
C 2.369 0.518 1.117
C -3.826 0.331 0.759
C -3.913 0.588 -0.815
Si -2.551 -0.612 -0.209
H 0.557 -1.919 -1.295
H 3.063 -2.122 -0.507
H 2.754 -1.188 -1.896
H 0.641 1.771 0.036
H 0.248 1.142 1.679
H 4.156 0.059 0.051
H 2.923 1.041 -0.796
H 2.829 1.378 1.604
H 2.255 -0.219 1.844
H -3.398 1.109 1.371
H -4.755 -0.042 1.108
H -4.822 0.144 -1.183
H -3.788 1.601 -1.251
H -2.459 -2.056 -0.732
*
```

## Properties
HOMO-LUMO gap: 0.300 hartree
Energy above the lowest of the compared OMol25 structures with the same formula, charge and spin: 477.9 kJ/mol
LUMO: 0.1 eV
HOMO level: -8.093 eV

Charge distribution, Löwdin scheme, values in e:
1 C -0.165
2 C -0.164
3 C -0.199
4 C -0.228
5 C -0.217
6 C -0.175
7 C -0.341
8 C -0.326
9 Si 0.802
10 H 0.069
11 H 0.136
12 H 0.107
13 H 0.138
14 H 0.093
15 H 0.105
16 H 0.101
17 H 0.100
18 H 0.083
19 H 0.038
20 H 0.031
21 H 0.030
22 H 0.051
23 H -0.072



ORCA calculation (the ωB97M-V functional and the def2-TZVPD basis) on a 2-piece molecular cluster, C9H15N3S overall.

The geometry in ORCA input format:
```
! wB97M-V def2-TZVPD RIJCOSX def2/J DEFGRID3
* xyz 0 1
C 3.994 0.735 -0.135
C 2.960 1.654 -0.411
C 3.702 -0.597 0.254
C 1.650 1.176 -0.399
C 2.342 -1.060 0.268
C 1.376 -0.130 -0.037
C -2.794 2.042 0.261
C -3.370 -0.391 0.206
C -2.475 0.756 -0.368
N -0.823 -1.065 1.734
N 0.560 -3.319 -0.809
N -1.132 0.444 -0.466
S -0.366 -0.695 0.214
H 4.899 1.251 -0.231
H 3.258 2.708 -0.494
H 4.435 -1.287 0.430
H 0.788 1.733 -0.698
H 1.981 -2.044 0.376
H -2.702 2.090 1.390
H -2.113 2.820 -0.112
H -3.809 2.384 -0.008
H -2.961 -1.461 -0.251
H -4.501 -0.254 -0.101
H -3.158 -0.387 1.288
H -2.888 0.863 -1.450
H -0.460 -2.004 1.956
H 0.130 -2.968 -1.561
H 1.477 -2.994 -0.845
*
```

## Properties
HOMO-LUMO gap (alpha / beta): 0.265 / 0.282 hartree
Energy above the lowest of the compared OMol25 structures with the same formula, charge and spin: 804.5 kJ/mol
LUMO (alpha / beta): -0.9 / -1.2 eV
HOMO level (alpha / beta): -8.107 / -8.847 eV

Charge distribution, Löwdin scheme, values in e:
1 C -0.061
2 C -0.060
3 C -0.022
4 C -0.076
5 C -0.088
6 C -0.333
7 C -0.099
8 C -0.110
9 C -0.612
10 N -0.249
11 N 0.129
12 N -0.249
13 S 0.926
14 H 0.081
15 H 0.113
16 H 0.067
17 H 0.086
18 H 0.051
19 H 0.104
20 H 0.077
21 H 0.087
22 H 0.113
23 H 0.105
24 H 0.041
25 H 0.153
26 H -0.010
27 H -0.087
28 H -0.076



ORCA calculation (the ωB97M-V functional and the def2-TZVPD basis) on one molecule with the formula C7H9N.

The geometry in ORCA input format:
```
! wB97M-V def2-TZVPD RIJCOSX def2/J DEFGRID3
* xyz 0 1
C -1.943 1.745 2.433
C -1.234 0.855 2.046
C -0.504 -0.221 1.486
C 0.602 0.065 0.530
C 1.655 -0.567 -0.402
C 0.832 -0.525 -1.707
C -0.658 -0.333 -1.276
N -0.539 -0.649 0.130
H -2.606 2.503 2.795
H -0.376 -1.004 2.229
H 0.532 1.121 0.275
H 2.536 0.072 -0.467
H 1.949 -1.580 -0.152
H 0.851 -1.459 -2.258
H 1.216 0.228 -2.412
H -1.388 -0.989 -1.764
H -0.925 0.736 -1.486
*
```

## Properties
HOMO-LUMO gap: 0.361 hartree
SMILES string: C#C[C@@H]1[C@H]2CCCN12
Energy above the lowest of the compared OMol25 structures with the same formula, charge and spin: 523.2 kJ/mol
LUMO: 1.1 eV
HOMO level: -8.693 eV

Charge distribution, Löwdin scheme, values in e:
1 C 0.134
2 C -0.090
3 C -0.232
4 C -0.247
5 C -0.120
6 C -0.161
7 C -0.166
8 N -0.054
9 H 0.030
10 H 0.142
11 H 0.131
12 H 0.098
13 H 0.104
14 H 0.095
15 H 0.107
16 H 0.109
17 H 0.118



ORCA calculation (the ωB97M-V functional and the def2-TZVPD basis) on H29O15 as an isolated structure.

The geometry in ORCA input format:
```
! wB97M-V def2-TZVPD RIJCOSX def2/J DEFGRID3
* xyz -1 1
O -0.689 4.032 -0.755
H -0.903 4.470 -1.498
H -0.618 1.918 3.934
O -0.160 -0.283 -4.762
H -0.089 -1.031 -4.193
H -0.400 0.498 -4.334
O -0.922 1.527 3.052
H -0.335 4.786 3.342
H -0.330 -2.711 0.112
O 1.114 0.323 1.590
H 1.844 0.378 1.030
H 0.637 -0.573 1.119
O 0.129 1.585 -0.934
H -0.175 0.703 -1.096
H -3.004 -2.648 0.557
O -1.355 -1.192 -1.456
H -0.289 -1.333 -1.173
H -1.947 -0.793 -0.773
O 0.403 4.781 2.794
H 0.204 1.750 0.052
H 0.528 3.940 2.519
O 1.864 -0.787 3.973
H 1.372 -1.286 3.492
H -0.795 2.958 -0.831
O -1.432 -1.649 2.621
H -0.935 -0.848 2.830
H -1.539 -1.343 1.681
O 0.584 -1.793 -0.072
H 1.490 -2.049 -0.079
O 2.120 4.430 -1.706
H 1.908 4.857 -0.885
H 1.426 4.109 -2.107
O 2.379 -0.487 -2.869
H 1.659 -0.597 -2.524
H 2.599 -0.639 -3.835
O -3.641 -2.012 -0.026
H -3.586 -2.400 -0.935
H 1.706 0.080 3.610
O -1.261 -3.240 0.417
H -1.208 -4.102 0.027
H -1.764 1.828 2.785
O 0.909 -5.306 -1.806
H 0.533 -4.718 -1.110
H 1.672 -4.629 -2.221
*
```

## Properties
HOMO-LUMO gap: 0.330 hartree
Energy above the lowest of the compared OMol25 structures with the same formula, charge and spin: 489.4 kJ/mol
LUMO: 2.3 eV
HOMO level: -6.665 eV

Charge distribution, Löwdin scheme, values in e:
1 O -0.099
2 H -0.057
3 H 0.092
4 O -0.023
5 H 0.012
6 H 0.003
7 O -0.056
8 H -0.001
9 H -0.027
10 O -0.144
11 H -0.005
12 H 0.106
13 O -0.060
14 H -0.003
15 H 0.075
16 O -0.205
17 H 0.039
18 H 0.016
19 O 0.020
20 H 0.073
21 H -0.040
22 O 0.009
23 H -0.096
24 H 0.082
25 O -0.074
26 H -0.013
27 H 0.029
28 O -0.272
29 H 0.016
30 O 0.011
31 H 0.031
32 H -0.083
33 O 0.039
34 H -0.167
35 H 0.097
36 O -0.176
37 H 0.036
38 H 0.008
39 O -0.195
40 H -0.004
41 H 0.019
42 O -0.149
43 H 0.003
44 H 0.133



ORCA calculation (the ωB97M-V functional and the def2-TZVPD basis) on a 11-piece molecular cluster, C32H82O16 overall.

The geometry in ORCA input format:
```
! wB97M-V def2-TZVPD RIJCOSX def2/J DEFGRID3
* xyz 0 1
C 17.188 -22.854 11.313
C 16.904 -22.642 9.842
C 16.595 -24.098 9.364
O 16.645 -24.947 10.469
C 16.728 -24.233 11.699
H 16.814 -22.089 11.994
H 18.257 -22.805 11.523
H 17.639 -22.130 9.221
H 15.918 -22.196 9.709
H 17.319 -24.425 8.617
H 15.585 -24.025 8.961
H 17.373 -24.693 12.448
H 15.761 -24.159 12.195
C 15.710 -21.547 7.630
C 14.661 -20.596 7.141
C 13.809 -21.427 6.260
O 13.779 -22.691 6.933
C 15.089 -22.920 7.548
H 16.092 -21.324 8.626
H 16.593 -21.463 6.996
H 15.111 -19.731 6.654
H 14.021 -20.242 7.949
H 14.076 -21.488 5.205
H 12.804 -21.017 6.167
H 15.606 -23.551 6.825
H 15.044 -23.403 8.524
C 16.093 -28.837 11.712
O 17.463 -28.503 11.909
C 17.750 -27.098 11.650
C 19.049 -26.665 12.348
O 19.503 -25.483 11.659
C 20.800 -25.076 12.059
H 15.345 -28.299 12.294
H 15.964 -29.896 11.934
H 15.739 -28.761 10.684
H 16.861 -26.505 11.869
H 17.859 -26.944 10.577
H 19.721 -27.523 12.355
H 18.865 -26.288 13.354
H 21.085 -24.073 11.743
H 21.525 -25.844 11.787
H 20.902 -25.082 13.145
C 22.784 -24.163 13.891
O 21.713 -23.592 13.110
C 22.132 -22.937 11.873
C 20.940 -22.283 11.187
O 21.198 -22.173 9.766
C 20.004 -21.850 9.080
H 23.451 -23.423 14.333
H 23.522 -24.753 13.347
H 22.542 -24.757 14.772
H 22.518 -23.572 11.076
H 22.778 -22.094 12.120
H 20.731 -21.272 11.537
H 20.174 -23.030 11.395
H 19.954 -22.251 8.067
H 19.867 -20.777 9.211
H 19.197 -22.304 9.655
C 14.528 -28.051 3.720
O 15.038 -27.415 4.850
C 16.133 -26.428 4.632
C 16.652 -25.957 6.004
O 17.798 -25.100 5.744
C 18.617 -24.828 6.877
H 15.241 -28.679 3.186
H 14.111 -27.253 3.105
H 13.662 -28.605 4.082
H 15.918 -25.577 3.985
H 16.888 -26.942 4.038
H 16.775 -26.870 6.586
H 15.850 -25.404 6.493
H 19.290 -25.680 6.977
H 18.157 -24.579 7.833
H 19.229 -23.957 6.645
C 16.614 -22.697 13.667
O 15.894 -23.879 13.902
C 16.560 -24.860 14.751
C 15.908 -26.213 14.730
O 14.791 -26.288 15.637
C 13.698 -25.499 15.376
H 17.493 -22.780 13.028
H 16.912 -22.246 14.613
H 15.981 -21.928 13.224
H 16.663 -24.442 15.752
H 17.551 -25.027 14.328
H 16.651 -26.920 15.098
H 15.565 -26.451 13.723
H 13.208 -25.780 14.444
H 13.953 -24.444 15.269
H 13.108 -25.832 16.230
C 11.258 -24.877 9.080
O 11.351 -23.998 10.237
C 11.650 -22.623 9.872
C 13.026 -22.193 9.343
O 13.981 -21.900 10.347
C 14.447 -22.925 11.216
H 12.082 -24.757 8.376
H 10.401 -24.623 8.457
H 11.327 -25.903 9.442
H 11.461 -21.984 10.734
H 10.917 -22.247 9.158
H 12.928 -21.302 8.723
H 13.379 -22.895 8.589
H 14.857 -23.820 10.749
H 13.652 -23.345 11.833
H 15.180 -22.499 11.901
C 15.905 -20.193 11.740
O 16.542 -20.225 12.982
H 15.102 -19.457 11.691
H 16.673 -19.860 11.043
H 15.494 -21.175 11.505
H 16.962 -19.364 13.053
C 14.733 -25.987 9.595
O 13.559 -26.357 8.989
H 15.211 -26.782 10.168
H 15.429 -25.596 8.853
H 14.559 -25.284 10.410
H 13.644 -27.252 8.653
C 18.786 -21.159 12.563
O 19.898 -20.498 13.082
H 19.071 -21.974 11.899
H 18.043 -21.367 13.332
H 18.153 -20.486 11.984
H 20.100 -19.826 12.426
C 18.948 -25.902 9.227
O 19.248 -24.551 9.558
H 17.895 -26.080 9.444
H 19.138 -25.950 8.154
H 19.575 -26.454 9.926
H 19.098 -24.439 10.499
*
```

## Properties
HOMO-LUMO gap: 0.328 hartree
SMILES string: C1CCOC1.C1CCOC1.COCCOC.COCCOC.COCCOC.COCCOC.COCCOC.CO.CO.CO.CO
Energy above the lowest of the compared OMol25 structures with the same formula, charge and spin: 1950.3 kJ/mol
LUMO: 0.3 eV
HOMO level: -8.654 eV

Results of the Löwdin charge analysis, in e, for atoms 1 through 99:
1 C -0.230
2 C -0.090
3 C -0.231
4 O -0.221
5 C -0.183
6 H 0.023
7 H 0.065
8 H 0.103
9 H 0.062
10 H 0.073
11 H 0.016
12 H 0.108
13 H 0.098
14 C -0.150
15 C -0.165
16 C -0.195
17 O -0.167
18 C -0.153
19 H 0.076
20 H 0.131
21 H 0.124
22 H 0.100
23 H 0.121
24 H 0.124
25 H 0.127
26 H 0.038
27 C -0.118
28 O -0.160
29 C -0.170
30 C -0.109
31 O -0.262
32 C -0.094
33 H 0.078
34 H 0.088
35 H 0.072
36 H 0.091
37 H 0.078
38 H 0.140
39 H 0.109
40 H 0.021
41 H 0.128
42 H 0.101
43 C -0.077
44 O -0.285
45 C -0.162
46 C -0.198
47 O -0.142
48 C -0.090
49 H 0.084
50 H 0.095
51 H 0.096
52 H 0.149
53 H 0.146
54 H 0.107
55 H 0.085
56 H 0.094
57 H 0.099
58 H 0.032
59 C -0.136
60 O -0.208
61 C -0.143
62 C -0.164
63 O -0.147
64 C -0.106
65 H 0.086
66 H 0.085
67 H 0.088
68 H 0.121
69 H 0.117
70 H 0.131
71 H 0.097
72 H 0.090
73 H 0.028
74 H 0.106
75 C -0.157
76 O -0.221
77 C -0.141
78 C -0.152
79 O -0.190
80 C -0.127
81 H 0.056
82 H 0.129
83 H 0.084
84 H 0.141
85 H 0.104
86 H 0.138
87 H 0.114
88 H 0.088
89 H 0.084
90 H 0.101
91 C -0.092
92 O -0.177
93 C -0.160
94 C -0.170
95 O -0.154
96 C -0.086
97 H 0.064
98 H 0.083
99 H 0.082